Molecular formula: C78H176N8O14
Method: DFT, ωB97M-V with the def2-TZVPD basis set

Computed properties:
net charge: 0
ΔE to the lowest compared entry with this formula, charge and spin: 30.1 kJ/mol
multiplicity: 1
Kohn-Sham gap: 8.51 eV
E_tot: -4568.41643 Eh
structure (SMILES): CC1(C)CCCC(C)(C)N1O.CC1(C)CCCC(C)(C)N1O.CC1(C)CCCC(C)(C)N1O.CC1(C)CCCC(C)(C)N1O.CC1(C)CCCC(C)(C)N1O.CC1(C)CCCC(C)(C)N1O.COCCNCCOC.COCCNCCOC.CC(C)O.CC(C)O.CC(C)O.CC(C)O
E_LUMO: 0.0190 Ha

Last column: Mulliken charge in e.
Atoms and positions in Å:
C: -0.30353 4.53814 3.67343  -1.774
C: 0.17283 3.92726 5.04480  2.246
C: 1.70574 3.98547 5.07112  -2.050
C: -0.33282 4.84015 6.19489  -1.412
C: -1.81718 4.74789 6.44959  -0.505
C: -2.20862 3.29234 6.71688  -1.561
C: -1.75087 2.29797 5.59911  2.264
C: -2.06493 0.87993 6.13936  -1.844
C: -2.74809 2.57541 4.50218  -1.347
N: -0.28710 2.51362 5.30891  -0.439
O: 0.14736 1.61619 4.35532  0.304
H: -0.34897 3.79372 2.87853  0.010
H: -1.31699 4.93889 3.69328  0.300
H: 0.32620 5.33229 3.27234  0.715
H: 2.02425 5.02154 4.95626  0.473
H: 2.20772 3.62052 5.96718  0.390
H: 2.12417 3.53595 4.17060  0.166
H: 0.18771 4.55525 7.10921  0.437
H: -0.09752 5.87455 5.94438  0.340
H: -2.06385 5.34001 7.33088  0.453
H: -2.34597 5.15346 5.58703  0.239
H: -3.25777 3.28749 7.01241  0.365
H: -1.76997 2.91795 7.64181  0.496
H: -3.10733 0.73262 6.42187  0.426
H: -1.58535 0.76081 7.11092  0.499
H: -1.75485 0.06395 5.48657  -0.063
H: -2.67885 1.94011 3.61918  -0.180
H: -2.88567 3.60402 4.16883  0.272
H: -3.71905 2.19836 4.82340  0.608
H: -0.26686 1.95995 3.56043  -0.084
C: -0.90456 -7.63751 0.69535  -1.911
C: -0.44399 -6.53462 1.68699  1.279
C: -0.91420 -5.20058 1.03291  -1.251
C: -1.23670 -6.69846 3.02691  -0.503
C: -0.64549 -7.68956 3.95266  -1.200
C: 0.84501 -7.44832 4.25654  -0.851
C: 1.64233 -7.35734 2.92563  1.102
C: 3.06253 -6.85930 3.28057  -1.539
C: 1.87347 -8.80429 2.41385  -1.769
N: 1.02450 -6.40381 1.99404  1.285
O: 1.77481 -6.10092 0.83943  -0.760
H: -0.58986 -7.37379 -0.31436  0.432
H: -0.61986 -8.67305 0.88170  0.234
H: -1.97782 -7.70763 0.51840  0.439
H: -1.97142 -5.26717 0.77608  0.786
H: -0.78940 -4.28201 1.60628  -0.656
H: -0.47878 -5.07801 0.04120  0.497
H: -1.37043 -5.78466 3.60586  0.024
H: -2.21710 -7.09788 2.76738  0.390
H: -1.16257 -7.71313 4.91192  0.462
H: -0.79343 -8.69273 3.55281  0.470
H: 1.42064 -8.10142 4.91244  0.567
H: 0.89955 -6.54685 4.86685  -0.063
H: 3.78647 -6.91133 2.46737  0.349
H: 3.54768 -7.38560 4.10260  0.474
H: 2.92679 -5.80165 3.50651  0.036
H: 1.00218 -9.32155 2.01211  0.275
H: 2.29521 -9.37375 3.24208  0.432
H: 2.57584 -8.72466 1.58414  0.430
H: 2.12362 -5.23267 1.05408  0.037
C: -0.06472 6.98932 -3.54110  -1.864
C: 0.31257 6.01909 -2.42128  1.600
C: 0.18711 4.55187 -2.86621  -1.307
C: 1.80137 6.08679 -1.97382  -0.418
C: 2.13133 7.30794 -1.13364  -1.390
C: 1.29775 7.21203 0.18463  -0.858
C: -0.25346 7.25504 -0.23791  1.590
C: -1.05632 6.93466 1.04748  -1.759
C: -0.54981 8.63637 -0.68637  -2.033
N: -0.60040 6.21955 -1.25490  1.521
O: -1.99876 6.15325 -1.52205  -0.664
H: -0.09684 8.02920 -3.21595  0.351
H: 0.67994 6.87110 -4.32825  0.428
H: -1.07714 6.87073 -3.92714  0.332
H: -0.73251 4.41480 -3.43510  0.345
H: 1.00986 4.18760 -3.48142  0.194
H: 0.06731 3.90007 -2.00082  -0.107
H: 2.11207 5.27058 -1.32162  -0.280
H: 2.46147 6.18080 -2.83611  0.567
H: 3.20811 7.32008 -0.96484  0.497
H: 1.93941 8.22088 -1.69740  0.437
H: 1.63579 7.98285 0.87721  0.528
H: 1.53973 6.26303 0.66310  -0.021
H: -1.19404 5.86639 1.21457  -0.073
H: -2.08527 7.22179 0.83091  0.414
H: -0.68497 7.50893 1.89624  0.514
H: -0.72520 9.21047 0.22344  0.524
H: -1.46411 8.79192 -1.25904  0.271
H: 0.27396 9.13074 -1.20125  0.302
H: -2.19727 5.31174 -1.10486  0.251
C: -5.03001 -0.12304 -4.66791  0.184
C: -5.44646 1.04272 -5.60404  1.865
C: -4.37870 1.08259 -6.71028  -2.359
C: -6.73435 0.68826 -6.38779  -1.396
C: -7.93957 0.80035 -5.48669  -0.475
C: -7.99363 2.30185 -4.97848  -1.388
C: -6.68799 2.69804 -4.20173  1.827
C: -6.78629 4.21321 -3.99903  -1.920
C: -6.66194 2.09674 -2.75293  -1.506
N: -5.49000 2.38717 -5.02898  0.014
O: -4.30883 2.74218 -4.47251  -0.050
H: -5.78321 -0.27240 -3.89429  -0.086
H: -4.87960 -1.09740 -5.13279  0.044
H: -4.12720 0.22328 -4.16484  -0.629
H: -3.36619 1.27262 -6.35416  0.229
H: -4.33790 0.29268 -7.46027  0.378
H: -4.57897 1.90372 -7.39856  0.585
H: -6.96234 1.27777 -7.27582  0.382
H: -6.68236 -0.33078 -6.77114  0.443
H: -8.83426 0.49406 -6.02874  0.466
H: -7.82755 0.21556 -4.57369  0.185
H: -8.89432 2.28416 -4.36484  0.430
H: -8.16845 2.99523 -5.80113  0.394
H: -5.90775 4.58369 -3.47082  0.238
H: -7.64658 4.50358 -3.39597  0.443
H: -6.70813 4.67723 -4.98222  0.489
H: -5.66659 2.05356 -2.31077  0.027
H: -6.96340 1.04927 -2.75863  0.210
H: -7.34223 2.62134 -2.08203  0.648
H: -4.03250 3.39884 -5.11596  0.270
C: -6.98997 -5.23009 -4.74018  -2.115
C: -5.61891 -4.58048 -4.43081  1.668
C: -5.21706 -3.75284 -5.66266  -1.731
C: -5.94599 -3.60565 -3.24551  -1.633
C: -4.68581 -3.22516 -2.43504  1.168
C: -3.87566 -4.51488 -2.20871  -0.701
C: -3.47934 -5.35368 -3.40905  2.462
C: -2.39164 -4.59917 -4.18777  -1.680
C: -2.87640 -6.69902 -2.94555  -2.133
N: -4.65721 -5.62902 -4.13863  0.416
O: -4.48203 -6.51108 -5.20471  -0.495
H: -7.82728 -4.53699 -4.65889  0.368
H: -7.02331 -5.66388 -5.73959  0.390
H: -7.20542 -6.11447 -4.14055  0.471
H: -6.00217 -3.00628 -5.78244  0.491
H: -4.27899 -3.22499 -5.49094  0.306
H: -5.17455 -4.31132 -6.59774  0.356
H: -6.35780 -2.65851 -3.59399  0.417
H: -6.69970 -4.01412 -2.57232  0.411
H: -4.05788 -2.48762 -2.93489  -1.340
H: -4.83379 -2.73940 -1.47055  0.730
H: -4.52861 -5.13125 -1.59077  0.598
H: -3.03821 -4.28241 -1.55088  -0.688
H: -2.38744 -4.79423 -5.26016  0.302
H: -1.40938 -4.84672 -3.78530  0.450
H: -2.35229 -3.51433 -4.08935  0.321
H: -2.01145 -6.54552 -2.30027  0.210
H: -2.39460 -7.28105 -3.73118  0.529
H: -3.47369 -7.41310 -2.37859  0.458
H: -4.73269 -7.32834 -4.76784  0.370
C: 2.85363 -0.56534 -2.84574  -0.471
C: 3.98421 0.14118 -3.66757  2.009
C: 4.38925 -0.85552 -4.81730  -2.248
C: 3.53836 1.43885 -4.35640  -1.810
C: 3.45376 2.70410 -3.40955  1.230
C: 4.87292 2.96937 -2.88797  -1.546
C: 5.38653 1.64412 -2.11849  1.627
C: 6.99317 1.85672 -1.86001  -2.013
C: 4.66366 1.57449 -0.76136  -1.046
N: 5.13855 0.40739 -2.89787  0.286
O: 5.79459 -0.68389 -2.31056  -0.328
H: 2.35768 -1.31989 -3.45631  0.601
H: 3.29574 -1.00688 -1.95261  -0.580
H: 2.12362 0.21509 -2.63098  -0.263
H: 4.86488 -1.77881 -4.48651  0.442
H: 3.52398 -1.12196 -5.42429  0.417
H: 5.21470 -0.53761 -5.45422  0.488
H: 4.05243 1.78184 -5.25428  0.480
H: 2.53423 1.24013 -4.73102  0.436
H: 3.14803 3.59340 -3.96070  0.664
H: 2.73847 2.53542 -2.60457  -1.087
H: 4.79141 3.76601 -2.14849  0.550
H: 5.59220 3.39487 -3.58774  0.263
H: 7.43118 1.16742 -1.13812  0.341
H: 7.18770 2.85801 -1.47574  0.433
H: 7.55954 1.61211 -2.75862  0.468
H: 3.63421 1.22457 -0.83802  -0.379
H: 4.75878 2.49733 -0.18916  0.471
H: 5.29005 0.87099 -0.21289  0.332
H: 6.47151 -0.91440 -2.95106  0.322
C: 1.21887 2.93495 0.58424  -0.268
O: 0.47422 1.80741 1.13557  0.724
C: 1.27462 0.57220 1.09596  0.036
C: 0.33131 -0.60261 1.45170  0.277
N: -0.60682 -0.99153 0.32774  2.001
C: 0.06115 -1.94485 -0.59610  1.518
C: -0.75545 -2.18218 -1.90133  -0.459
O: -0.63739 -0.91419 -2.60895  -0.171
C: -1.38911 -0.84522 -3.87486  -0.329
H: 2.05781 3.22924 1.21485  0.446
H: 0.58004 3.81653 0.53132  -0.322
H: 1.52543 2.82545 -0.45602  -0.119
H: 1.96347 0.70866 1.92961  0.347
H: 1.83447 0.47348 0.16596  -0.648
H: -0.19461 -0.39430 2.38342  -0.549
H: 1.04053 -1.39761 1.68210  -0.647
H: -0.86401 -0.15752 -0.18057  -0.751
H: 0.29477 -2.93481 -0.20433  -0.868
H: 1.03037 -1.54119 -0.88899  -0.261
H: -1.77271 -2.34516 -1.54535  -0.154
H: -0.32277 -2.95247 -2.53973  0.473
H: -1.68429 0.19380 -4.02119  0.206
H: -2.31447 -1.41718 -3.94328  -0.622
H: -0.72756 -0.87405 -4.74067  0.320
C: 11.00862 4.59854 1.82508  -0.767
O: 10.45239 3.97006 2.91863  -0.295
C: 11.20597 2.79625 3.08652  -0.481
C: 10.38289 2.11555 4.16488  -0.782
N: 9.07975 1.67507 3.64466  -0.280
C: 8.29247 0.79940 4.50637  -1.019
C: 6.94014 0.27847 3.91848  -0.287
O: 5.99275 1.36438 3.97519  -0.423
C: 4.75147 0.92506 3.44738  0.234
H: 10.44190 4.34230 0.92994  0.241
H: 12.09251 4.49766 1.76941  0.337
H: 10.88438 5.67728 1.91985  0.257
H: 12.21838 2.90214 3.47630  0.404
H: 11.23315 2.13816 2.21803  0.325
H: 10.24401 2.70243 5.07284  0.346
H: 10.90522 1.19631 4.42996  0.468
H: 8.53047 2.51705 3.54741  0.198
H: 8.16457 1.26514 5.48352  0.374
H: 8.92972 -0.06502 4.69289  0.466
H: 6.57109 -0.55455 4.51680  0.368
H: 7.11381 -0.16507 2.93807  0.267
H: 3.99326 1.70712 3.40717  -0.017
H: 4.29101 0.14913 4.05894  0.274
H: 4.76239 0.64684 2.39355  -0.198
C: 4.84581 -2.57718 1.19948  -1.404
C: 3.43699 -2.78907 0.63477  3.092
C: 3.30538 -3.67876 -0.63778  -1.805
O: 2.73974 -3.43180 1.65619  0.769
H: 5.53495 -2.10160 0.50161  0.332
H: 5.30348 -3.46624 1.63331  0.262
H: 4.75675 -2.07193 2.16119  0.219
H: 2.85638 -1.87241 0.53126  -1.243
H: 3.79893 -4.64343 -0.51979  0.549
H: 3.72172 -3.20921 -1.52901  0.199
H: 2.25921 -3.91829 -0.82820  0.194
H: 2.61092 -2.85496 2.41266  -0.617
C: 1.91307 -3.48122 5.85778  -1.938
C: 1.32738 -3.13369 4.53290  2.405
C: -0.05746 -2.51272 4.67298  -0.842
O: 2.14069 -2.13737 3.91228  -0.443
H: 2.85399 -4.00968 5.70448  0.461
H: 1.27743 -4.21578 6.35224  0.395
H: 2.10658 -2.56278 6.41195  0.416
H: 1.31040 -3.95975 3.82195  -1.436
H: 0.00499 -1.48374 5.02711  0.245
H: -0.68434 -3.07584 5.36438  0.672
H: -0.56628 -2.52293 3.70908  -0.344
H: 2.23527 -1.31123 4.39202  0.249
C: -2.80783 1.26740 -1.35805  0.086
C: -3.36074 2.49937 -0.70502  0.834
C: -2.63646 3.06021 0.55430  -0.405
O: -3.20536 3.45298 -1.64185  -0.126
H: -1.78406 1.32822 -1.72722  0.133
H: -3.35906 0.93012 -2.23583  -0.167
H: -2.87613 0.41694 -0.67970  0.111
H: -4.40262 2.38970 -0.40409  0.082
H: -2.56155 2.28442 1.31629  -0.385
H: -3.23704 3.86240 0.98314  0.615
H: -1.62941 3.38297 0.29015  -0.696
H: -3.24684 3.00742 -2.49118  -0.146
C: -3.36270 -3.72066 2.99495  -0.799
C: -3.87233 -2.41601 2.24211  0.104
C: -3.44563 -1.07213 2.85332  -0.903
O: -3.36232 -2.33635 0.98310  0.214
H: -2.28768 -3.70567 3.17442  -0.394
H: -3.60475 -4.63100 2.44652  0.343
H: -3.71521 -3.70588 4.02627  0.514
H: -4.94135 -2.56258 2.08774  0.412
H: -3.70988 -1.04069 3.91033  0.508
H: -3.94993 -0.21093 2.41501  0.410
H: -2.36295 -0.94656 2.86516  -0.091
H: -2.41857 -2.20944 1.10490  -0.369

Cartesian forces (eV/Å) of the 6 atoms listed first:
-0.330 -0.603 0.079
-0.251 0.392 -0.077
0.182 0.285 -0.738
0.062 -0.445 -0.282
0.193 -0.699 0.165
0.909 0.094 0.621

=====

Molecular formula: C20H37N2O6S6
Method: DFT, ωB97M-V with the def2-TZVPD basis set

Computed properties:
net charge: +1
multiplicity: 1
Kohn-Sham gap: 7.65 eV
E_tot: -3734.01956 Eh
E_LUMO: -0.1500 Ha

Last column: Mulliken charge in e.
Atoms and positions in Å:
C: -2.02919 -6.56964 -3.87390  -0.921
S: -2.36463 -5.11641 -2.87849  0.140
C: -1.17165 -5.07599 -1.54507  -0.275
C: 0.31937 -4.98108 -1.94938  -0.641
C: 1.10811 -4.11560 -0.95511  -0.926
S: 1.38512 -2.34217 -1.35980  -0.020
C: -0.11362 -1.73965 -2.12903  0.137
S: -1.38023 -1.31902 -1.22929  -0.319
N: -0.10468 -1.63292 -3.51404  0.604
C: 0.93931 -1.92629 -4.35482  -0.357
C: 0.47472 -1.65284 -5.58212  -0.723
N: -0.80038 -1.20960 -5.53785  -0.592
C: -1.13166 -1.18745 -4.30103  -0.292
H: -1.28248 -6.37048 -4.61971  0.369
H: -1.76137 -7.40424 -3.24877  0.346
H: -2.95558 -6.79563 -4.37270  0.416
H: -1.96320 -4.10173 -3.67159  0.208
H: -1.31576 -5.94512 -0.92529  0.586
H: -1.44143 -4.22461 -0.94951  -0.024
H: 0.71018 -5.98317 -1.86573  0.489
H: 0.46788 -4.66371 -2.96967  0.422
H: 0.62635 -4.15411 0.00987  0.394
H: 2.10036 -4.51908 -0.85669  0.447
H: 1.90304 -2.27333 -4.07844  0.568
H: 1.05967 -1.76294 -6.46789  0.437
H: -2.06611 -0.86056 -3.90576  0.530
C: -1.05812 -0.70440 4.49408  -0.779
C: -1.18321 0.47376 3.51884  -0.167
C: -1.35579 -0.11755 2.11248  -0.482
S: -2.14937 -1.71567 2.33726  1.128
O: -1.23984 -2.75943 1.90800  -0.593
O: -3.49377 -1.66936 1.81535  -0.699
C: -2.17804 -1.67459 4.12322  -0.841
H: -1.14179 -0.37946 5.52853  0.406
H: -0.08825 -1.19128 4.37127  0.306
H: -2.05243 1.07282 3.78113  0.253
H: -0.31855 1.12865 3.56244  -0.037
H: -1.99033 0.49832 1.47946  0.405
H: -0.39832 -0.29003 1.62344  0.306
H: -2.03675 -2.68214 4.50640  0.442
H: -3.15243 -1.29196 4.42337  0.354
C: -0.10100 4.70608 1.84378  0.004
C: -0.88273 5.98434 2.18193  -0.817
C: -1.58114 5.74834 3.52759  -0.711
S: -0.55607 4.56664 4.41735  1.164
O: -1.30433 3.34066 4.58075  -0.594
O: 0.06235 5.21074 5.54393  -0.712
C: 0.64462 4.31909 3.11443  -0.686
H: 0.58798 4.85887 1.01629  0.077
H: -0.79793 3.91114 1.56311  0.130
H: -0.19004 6.82277 2.26633  0.334
H: -1.60527 6.23455 1.40701  0.377
H: -1.66207 6.65289 4.12327  0.389
H: -2.56473 5.30115 3.40094  0.357
H: 0.98582 3.28976 3.12742  0.298
H: 1.48168 4.98913 3.30277  0.382
C: 2.46087 2.52367 -2.41430  -1.000
C: 2.67174 1.10791 -1.85883  0.078
C: 3.55351 1.22464 -0.61125  -0.734
S: 3.23249 2.85440 0.07680  1.121
O: 4.43114 3.64081 -0.00877  -0.682
O: 2.52423 2.70945 1.32576  -0.534
C: 2.09974 3.38717 -1.20740  -0.699
H: 1.67892 2.55327 -3.17122  0.366
H: 3.38378 2.88438 -2.87087  0.362
H: 1.70443 0.67595 -1.58426  -0.279
H: 3.12838 0.44933 -2.59705  0.424
H: 3.31296 0.47788 0.14091  0.339
H: 4.61212 1.17368 -0.85522  0.373
H: 2.22519 4.45415 -1.37450  0.541
H: 1.08817 3.17684 -0.86015  0.328

Cartesian forces (eV/Å) of the 6 atoms listed first:
-0.036 0.319 -0.407
-0.816 -0.112 0.566
1.270 0.486 -0.501
-0.258 0.005 0.569
-0.887 0.298 -0.376
0.749 -0.129 -0.279